DFT (ωB97M-V/def2-TZVPD) results for a cluster of 14 separate species, C6H40O13 in total at a distorted geometry.

## Properties
electronic energy = -33489.5184 eV
ΔE to the lowest compared entry with this formula, charge and spin = 0.0 kcal/mol
gap between HOMO and LUMO = 0.383 Ha

Each atom is followed by the atoms it is bonded to, with distances in Å.
Positions of all 59 atoms, in Å:
1 O 1.90 -2.42 -2.44  H5 0.994, H8 0.959
2 H 0.59 4.19 -1.18  C16 1.100
3 H -1.22 1.10 0.02  C54 1.107
4 H 1.36 -1.29 -3.45  O34 0.995
5 H 2.27 -2.43 -1.52  O1 0.994
6 H 0.34 -0.35 -2.04  C51 1.100
7 O 2.91 -2.54 0.04  H12 0.989, H50 0.985
8 H 2.14 -3.30 -2.76  O1 0.959
9 O -1.58 0.53 -3.54  H19 0.989, H33 0.957
10 H 1.73 0.01 -4.18  O34 0.959
11 O 1.35 -1.91 4.03  H17 0.963, H38 0.960
12 H 2.24 -3.04 0.57  O7 0.989
13 H 2.34 0.71 2.86  O37 0.971
14 H -1.42 -2.30 -1.13  C58 1.083
15 H -2.05 -0.96 -0.37  C58 1.091
16 C 0.08 3.37 -0.66  H2 1.100, H39 1.093, C43 1.503, H47 1.115
17 H 1.72 -2.00 3.14  O11 0.963
18 O -1.22 2.45 2.39  H21 0.971, H32 0.984
19 H -0.64 0.23 -3.44  O9 0.989
20 H 2.28 0.82 -1.58  C48 1.125
21 H -1.07 2.85 1.51  O18 0.971
22 H 0.99 2.69 3.82  O55 0.960
23 H 0.27 1.83 -2.20  C43 1.071
24 H 0.08 -3.06 1.91  O53 1.008
25 H -1.90 -1.04 -2.12  C58 1.115
26 O -3.65 -2.85 1.59  H29 0.992, H42 0.970
27 H -3.39 2.47 -2.47  O28 0.968
28 O -2.65 2.42 -1.84  H27 0.968, H31 0.977
29 H -3.03 -3.29 0.95  O26 0.992
30 H -0.62 -1.96 3.41  O46 0.983
31 H -2.18 1.65 -2.21  O28 0.977
32 H -2.05 1.98 2.13  O18 0.984
33 H -1.82 0.56 -4.46  O9 0.957
34 O 0.96 -0.48 -3.87  H4 0.995, H10 0.959
35 H 0.43 1.81 2.65  O55 0.986
36 H 2.39 1.69 -0.04  C48 1.106
37 O 2.84 -0.06 2.57  H13 0.971, H44 0.958
38 H 1.56 -1.00 4.23  O11 0.960
39 H 0.41 3.65 0.34  C16 1.093
40 H 0.35 0.91 0.65  C54 1.086
41 H -1.16 -1.43 2.06  O46 0.964
42 H -2.94 -2.62 2.22  O26 0.970
43 C 0.44 2.00 -1.15  C16 1.503, H23 1.071, C48 1.544, C54 1.577
44 H 3.57 0.15 1.98  O37 0.958
45 O -3.13 1.36 0.61  H49 0.977, H59 0.956
46 O -1.16 -2.22 2.63  H30 0.983, H41 0.964
47 H -0.97 3.73 -0.80  C16 1.115
48 C 1.96 1.77 -1.06  H20 1.125, H36 1.106, C43 1.544, H56 1.079
49 H -3.28 1.97 -0.14  O45 0.977
50 H 2.80 -1.65 0.45  O7 0.985
51 C -0.04 -0.51 -1.01  H6 1.100, H52 1.078, C54 1.533, C58 1.509
52 H 0.68 -1.13 -0.50  C51 1.078
53 O 0.78 -3.50 1.34  H24 1.008, H57 0.960
54 C -0.19 0.84 -0.29  H3 1.107, H40 1.086, C43 1.577, C51 1.533
55 O 1.26 2.14 3.07  H22 0.960, H35 0.986
56 H 2.42 2.68 -1.39  C48 1.079
57 H 0.63 -4.44 1.42  O53 0.960
58 C -1.36 -1.22 -1.16  H14 1.083, H15 1.091, H25 1.115, C51 1.509
59 H -3.32 0.44 0.41  O45 0.956

Here are the natural (NBO) charges for atoms 1 to 8, given in e: atom 1 (O): -0.995, atom 2 (H): 0.217, atom 3 (H): 0.241, atom 4 (H): 0.518, atom 5 (H): 0.518, atom 6 (H): 0.229, atom 7 (O): -0.974, atom 8 (H): 0.479